Record 1
# C38H39NNdOP2Si

A molecular structure, C38H39NNdOP2Si (ωB97M-V with the def2-TZVPD basis set, the Open Molecules 2025 dataset).

Structure (XYZ):
```
83
Properties=species:S:1:pos:R:3:forces:R:3
C -2.72745 0.76522 -4.13356 0.83 0.36 0.48
C -2.01186 1.38064 -3.10883 -1.74 0.00 -0.73
C -2.77863 1.61031 -1.89838 -0.39 -0.78 1.84
C -3.74041 0.58367 -1.53400 -0.07 1.66 0.75
C -4.27833 -0.20094 -2.55908 -0.11 -0.32 -0.93
C -3.89799 0.01859 -3.86286 -0.78 -0.39 0.59
C -4.20906 0.54106 -0.19594 2.45 -1.32 0.67
C -3.58216 1.36851 0.78164 -0.28 1.04 -1.45
C -2.64360 2.38496 0.32025 -0.67 -1.96 -0.73
C -1.73676 2.92493 1.31031 -1.48 0.49 0.28
C -2.24877 3.04003 2.59085 0.59 0.05 -0.76
C -3.37011 2.30839 2.99725 -1.41 -1.21 -0.24
C -3.92233 1.37189 2.14728 -0.14 -0.02 0.56
H -2.35830 0.80355 -5.15808 0.21 -0.30 0.24
H -5.03158 -0.90811 -2.25950 -0.36 -0.21 -0.33
H -4.47561 -0.43909 -4.66273 0.34 0.00 0.04
H -4.54472 -0.47433 0.18172 -0.74 1.57 -0.55
H -1.75881 3.66252 3.31589 0.48 -0.02 0.29
H -3.80337 2.40139 3.98802 0.35 0.06 0.01
H -4.67202 0.63646 2.43093 0.02 0.33 0.41
N -2.44533 2.54691 -0.99939 2.65 -0.68 0.05
Nd -0.47269 -1.83695 0.42036 1.15 0.52 1.29
C -0.54172 1.59004 -3.13959 -0.37 0.04 0.67
H -0.28688 2.51594 -2.63309 0.22 0.23 -0.06
H -0.16050 1.56588 -4.15880 0.19 -0.01 0.01
C -0.31312 3.11660 0.97690 0.17 -0.59 -0.28
H -0.18961 3.37290 -0.07039 0.06 0.23 -0.11
H 0.16855 3.83464 1.63401 0.21 0.11 -0.02
P 0.31453 0.21552 -2.12142 0.58 0.19 -1.77
P 0.58402 1.42034 1.20173 0.10 1.19 0.44
C 0.94423 1.59998 3.00527 -0.04 -0.18 -0.06
H 1.58616 0.77481 3.34633 -0.21 0.33 -0.03
H 1.44929 2.56031 3.18308 -0.17 -0.26 0.05
H -0.00088 1.56309 3.56044 0.20 0.03 -0.08
C 2.23936 1.97522 0.56354 0.00 -0.20 0.00
H 2.73663 2.58571 1.33950 -0.14 -0.23 -0.51
H 2.85366 1.08534 0.34463 -0.04 0.50 0.03
H 2.10679 2.57052 -0.35694 0.16 -0.29 0.39
C 0.01286 -1.23599 -3.24394 -0.12 0.19 0.12
H 0.42332 -1.00956 -4.24139 -0.25 -0.26 0.29
H 0.51043 -2.13516 -2.84161 -0.11 0.21 -0.21
H -1.06809 -1.41847 -3.31090 0.23 -0.06 -0.07
C 2.04922 0.60049 -2.76355 -0.28 -0.07 0.47
H 2.77624 -0.09270 -2.29252 -0.28 0.54 -0.42
H 2.04803 0.46605 -3.86836 0.09 0.16 0.78
H 2.29936 1.64941 -2.49860 0.00 -0.70 -0.23
C 1.77211 -1.57153 -0.06849 13.24 1.41 -2.43
O 2.98726 -1.53675 -0.25874 -9.35 -0.48 1.52
H -2.00300 -1.29988 0.31997 -5.15 2.06 -0.79
C -1.60459 -4.25506 -0.01971 0.76 0.00 -0.20
C -2.50560 -3.72655 0.91392 -0.53 0.31 0.72
C -2.07091 -3.29336 2.17055 0.35 -0.35 -0.66
C -0.68078 -3.31160 2.46341 0.71 0.10 1.58
C 0.22748 -3.97619 1.58101 -0.87 -0.36 -0.45
C -0.25040 -4.40915 0.32880 -0.04 -0.88 0.89
Si -0.01764 -1.79995 3.45912 -0.19 -0.80 -1.15
C -1.07233 -1.71205 4.97683 -0.32 0.35 0.13
C -1.28831 -0.48170 5.63149 -0.31 -0.92 0.43
C -1.97145 -0.47464 6.85534 0.25 0.39 -0.38
C -2.44533 -1.65958 7.41031 -0.09 -0.28 0.11
C -2.25794 -2.87653 6.75154 0.32 0.27 -0.62
C -1.57455 -2.90464 5.52369 -0.34 0.48 0.76
C 1.75594 -2.04571 3.97863 0.30 -0.06 0.00
C 2.02372 -2.79265 5.13781 0.51 0.12 -0.20
C 3.34484 -3.00403 5.54247 -0.25 0.02 -0.04
C 4.40033 -2.44643 4.82008 -0.14 0.06 -0.11
C 4.13891 -1.67928 3.68262 -0.03 0.01 -0.14
C 2.82546 -1.48541 3.25221 -0.06 -0.51 0.47
H -1.93239 -4.53260 -1.01054 -0.09 -0.10 -0.01
H -3.55203 -3.59847 0.65659 0.10 -0.19 -0.05
H -2.76016 -2.81460 2.88316 0.31 -0.23 -0.47
H 1.29539 -4.00566 1.82764 -0.38 -0.08 -0.10
H 0.45387 -4.80557 -0.38280 0.07 -0.28 -0.25
H -0.91607 0.43861 5.18424 -0.10 -0.14 0.23
H -2.12217 0.47550 7.37005 -0.02 -0.29 -0.07
H -2.97124 -1.64428 8.36960 0.20 0.04 -0.36
H -2.62606 -3.80618 7.16703 -0.05 0.09 0.10
H -1.43089 -3.85357 5.00724 0.03 0.20 0.15
H 1.19392 -3.21036 5.71283 0.31 0.11 -0.11
H 3.53891 -3.60680 6.42675 0.05 0.13 -0.14
H 5.42925 -2.61163 5.13978 -0.27 0.07 -0.06
H 4.95595 -1.22874 3.11995 -0.11 -0.15 0.16
H 2.61913 -0.91096 2.34304 0.12 -0.08 0.38
```
Positions in Å, forces in eV/Å.

highest occupied orbital energy (alpha / beta): -9.69 / -9.68 eV
Kohn-Sham gap (alpha / beta): 5.06 / 5.13 eV
spin multiplicity: 4
LUMO level (alpha / beta): -4.626 / -4.545 eV
net charge: +1

=====

Record 2
# CH7O5

4 unconnected molecules or ions with the total composition CH7O5 (ωB97M-V with the def2-TZVPD basis set, the Open Molecules 2025 dataset).

Structure (XYZ):
```
13
Properties=species:S:1:pos:R:3:forces:R:3
O 0.91870 -1.70918 -0.82903 -1.33 -0.37 1.33
C 0.10263 -1.79049 0.20205 -2.55 5.58 0.59
O -0.74933 -0.82115 0.50772 3.76 -5.17 -1.57
H 0.29293 -2.57094 0.91994 0.10 -0.89 -0.04
H -0.47293 -1.73963 3.76884 1.80 1.44 -0.15
H 0.82077 -1.24184 2.97571 -0.37 0.02 0.32
O 0.30913 -1.09579 3.78481 -1.43 -1.39 -0.07
H -0.41784 0.27509 -0.51955 -0.02 2.72 -0.84
H 0.60162 0.66842 -1.63313 -1.97 1.87 1.53
O -0.12717 1.14574 -1.04793 2.25 -4.18 -0.97
H -0.27940 2.47822 -2.06953 -0.78 2.48 -0.75
H -0.53114 3.02613 -3.49801 0.01 0.92 1.46
O -0.46797 3.37544 -2.56188 0.52 -3.01 -0.83
```
Positions in Å, forces in eV/Å.

highest occupied orbital energy (alpha / beta): -10.16 / -10.15 eV
Kohn-Sham gap (alpha / beta): 9.33 / 4.98 eV
spin multiplicity: 2
LUMO level (alpha / beta): -0.828 / -5.171 eV

=====

Record 3
# C6H9BrSSi

2 unconnected molecules or ions with the total composition C6H9BrSSi (ωB97M-V with the def2-TZVPD basis set, the Open Molecules 2025 dataset).

Structure (XYZ):
```
18
Properties=species:S:1:pos:R:3:forces:R:3
C 0.63585 -1.65801 -2.09573 1.21 0.32 0.28
C 1.66417 -0.70928 -1.72580 -0.80 -0.16 -3.79
C 0.18457 -2.46847 -1.11986 0.43 1.56 0.80
C 1.80665 -0.60166 -0.40657 -6.71 -7.37 -3.65
C 0.02654 2.93308 0.88894 0.49 -2.77 -1.27
C -1.74184 -0.00934 1.21048 -0.40 -0.02 2.28
Si -0.58584 1.38836 1.59228 -0.59 3.22 0.51
S 0.90234 -1.84251 0.39431 -0.21 -0.58 -0.12
Br -1.68992 2.05423 3.47237 0.25 -0.03 0.15
H 0.28317 -1.63243 -3.07789 -0.51 -0.52 -1.47
H 2.23617 -0.22340 -2.63309 -1.10 -0.44 2.48
H -0.62232 -3.18945 -1.25865 0.42 0.15 0.71
H 2.42403 0.00117 -0.15153 7.47 6.96 4.81
H 0.76783 2.88058 0.02169 -1.22 0.32 1.24
H -0.13741 3.88449 1.39252 0.40 -0.42 0.21
H -1.87850 -0.71624 2.07828 0.53 0.81 -0.83
H -2.70646 0.43822 1.06211 -0.51 0.66 0.14
H -1.56905 -0.52936 0.35616 0.84 -1.68 -2.46
```
Positions in Å, forces in eV/Å.

highest occupied orbital energy (alpha / beta): -8.22 / -8.22 eV
Kohn-Sham gap (alpha / beta): 7.65 / 7.65 eV
LUMO level (alpha / beta): -0.574 / -0.574 eV
SMILES: C=[Si](C)Br.c1ccsc1

=====

Record 4
# C7H12

C7H12 in the gas phase (ωB97M-V with the def2-TZVPD basis set, the Open Molecules 2025 dataset).

Structure (XYZ):
```
19
Properties=species:S:1:pos:R:3:forces:R:3
C -2.02882 -0.31585 0.76291 0.08 0.14 0.03
C -1.24984 -0.49266 -0.52930 -0.10 -0.05 -0.01
C -0.17267 0.26442 -1.32458 0.14 -0.03 -0.23
C 1.01091 1.16765 -1.01603 0.00 0.12 0.02
C 1.40844 0.88550 0.42859 -0.03 0.03 0.05
C 1.02880 -0.60818 0.61652 0.05 -0.09 0.02
C 0.15593 -1.00639 -0.58528 0.06 -0.21 0.02
H -2.93377 0.28128 0.60876 0.19 0.01 -0.02
H -2.36108 -1.31240 1.09207 0.11 0.23 -0.06
H -1.46656 0.12601 1.58928 0.01 0.04 -0.18
H -1.90555 -0.94482 -1.27520 0.14 0.02 0.10
H -0.39639 0.20847 -2.38762 0.14 -0.14 0.10
H 1.78728 0.70174 -1.64750 -0.05 0.45 0.02
H 0.95051 2.22147 -1.30084 -0.20 -0.04 0.22
H 2.47886 1.05692 0.58920 -0.20 0.00 0.04
H 0.87119 1.54223 1.12220 -0.02 -0.18 -0.08
H 0.50347 -0.75818 1.56701 0.13 -0.08 -0.17
H 1.91897 -1.24068 0.65227 -0.05 0.07 -0.05
H 0.49487 -1.85488 -1.16761 -0.40 -0.31 0.20
```
Positions in Å, forces in eV/Å.

highest occupied orbital energy: -9.44 eV
Kohn-Sham gap: 10.55 eV
LUMO level: 1.113 eV
SMILES: C[C@H]1[C@H]2CCC[C@@H]12

=====

Record 5
# C15H36NO5Si2

A molecular structure, C15H36NO5Si2 (ωB97M-V with the def2-TZVPD basis set, the Open Molecules 2025 dataset).

Structure (XYZ):
```
59
Properties=species:S:1:pos:R:3:forces:R:3
C 5.96440 1.64325 -1.00438 -0.33 -0.07 -0.05
C 5.22278 0.82946 -2.03199 0.04 -0.04 -0.04
O 5.73046 -0.50290 -2.02728 -0.40 -0.33 0.12
C 5.31045 1.42536 -3.42124 0.07 -0.71 -0.36
O 4.08324 1.26253 -4.15301 0.07 0.90 0.33
Si 3.20241 2.62452 -4.49188 -0.48 -0.41 -0.86
O 1.76186 2.67756 -3.67037 1.04 0.22 0.51
Si 1.75287 3.12514 -2.05695 -0.91 -0.12 0.20
C 1.40920 1.68088 -0.90435 -0.11 0.25 -0.50
C 0.41625 0.65215 -1.45468 0.39 0.13 -0.29
C 0.91389 -0.10935 -2.67175 0.33 0.06 0.27
O 0.72271 -1.50283 -2.44957 0.12 -0.20 -0.31
H 7.03154 1.50551 -1.08520 0.36 -0.02 -0.03
H 5.62548 1.35020 -0.02453 0.14 -0.16 0.47
H 5.71313 2.68476 -1.13451 0.04 0.45 0.02
H 4.17433 0.79934 -1.76080 -0.40 0.08 0.08
H 4.97484 -1.10214 -2.09976 0.36 0.08 -0.05
H 5.64464 2.45587 -3.39554 -0.18 0.38 0.01
H 6.06419 0.85851 -3.94989 0.30 -0.10 -0.23
H 2.86753 2.59322 -5.92425 -0.10 -0.09 0.04
H 4.00988 3.82710 -4.21561 0.05 -0.02 0.22
H 0.62801 4.06982 -1.88430 0.01 0.03 -0.09
H 2.98701 3.84209 -1.67092 0.21 -0.10 -0.14
H 2.31080 1.20609 -0.53756 0.28 -0.20 0.02
H 0.93680 2.14519 -0.04606 -0.01 0.23 0.41
H 0.24956 -0.09831 -0.69906 -0.39 -0.20 0.37
H -0.50500 1.16397 -1.70082 -0.45 -0.04 0.15
H 1.96950 0.09532 -2.79232 0.48 0.00 -0.13
H 0.43090 0.23264 -3.57797 -0.27 -0.04 -0.32
H 1.23958 -1.96933 -3.12133 -0.27 0.03 0.20
C -4.80864 -2.76998 2.59367 0.15 -0.05 0.06
C -4.50796 -1.27887 2.29325 -0.74 -1.01 0.09
C -4.04495 -1.10516 0.84374 0.37 0.17 -0.22
C -2.60193 -1.54110 0.58560 -0.07 0.03 0.08
C -1.65146 -0.90277 1.59749 -0.20 0.06 -0.46
C -2.06862 -1.16905 3.04119 0.74 -0.92 0.49
N -3.48467 -0.75148 3.24541 0.26 1.07 -1.09
O -3.57467 0.52645 3.37112 -0.12 -0.04 0.47
C -1.86251 -2.65572 3.38025 -0.20 -0.11 -0.09
C -1.16464 -0.39831 3.99489 -0.08 0.37 0.10
C -5.81463 -0.51842 2.48217 -0.02 0.34 0.11
H -4.53474 -3.03246 3.61453 0.01 0.03 0.00
H -5.87264 -2.97877 2.49397 -0.03 0.12 -0.10
H -4.29095 -3.44870 1.91543 0.05 0.02 0.04
H -4.14377 -0.05225 0.56211 0.00 0.03 0.12
H -4.72165 -1.66431 0.19462 -0.08 -0.01 0.04
H -2.51736 -2.63057 0.61297 0.01 0.00 0.05
H -2.31020 -1.24362 -0.42344 0.00 -0.03 -0.01
H -0.63893 -1.27940 1.43879 0.05 -0.02 0.10
H -1.61675 0.17713 1.42008 -0.07 0.02 0.12
H -2.22185 -2.87647 4.38599 0.00 0.03 0.01
H -0.79968 -2.89338 3.34340 0.05 0.12 0.02
H -2.35339 -3.33560 2.68934 -0.02 0.04 0.02
H -1.15585 0.66931 3.78500 -0.10 -0.02 0.00
H -0.14339 -0.76512 3.89954 0.01 -0.10 -0.06
H -1.47911 -0.54006 5.02967 -0.04 0.01 0.00
H -6.15191 -0.56567 3.51841 0.01 -0.01 0.01
H -6.57945 -0.96909 1.85106 0.02 -0.10 -0.03
H -5.72690 0.52778 2.19762 0.08 0.00 0.09
```
Positions in Å, forces in eV/Å.

highest occupied orbital energy (alpha / beta): -8.28 / -9.32 eV
Kohn-Sham gap (alpha / beta): 8.77 / 9.80 eV
spin multiplicity: 2
LUMO level (alpha / beta): 0.485 / 0.485 eV

=====

no.,energy (eV)
1,-85297.5975
2,-11384.2369
3,-95120.1708
4,-7452.2575
5,-43622.6610